Record 1
60
Properties=species:S:1:pos:R:3:forces:R:3 method="wB97M-V/def2-TZVPD" total_charge=0 de_lowest_kcal_mol=18.8 smiles="CC(C)CN(CCCNC(=O)C[C@H]1Oc2ccccc2NC1=O)CC(C)C" e_tot_ha=-1210.0325 orbital_gap_ev=8.55 spin_multiplicity=1
C -1.8583 -1.8154 0.9402 0.3 0.1 -0.2
C -0.3732 -1.9686 0.6225 -0.1 -0.1 0.3
C -0.0195 -3.4312 0.3728 0.0 0.3 -0.1
C 0.4829 -1.4116 1.7707 -0.1 0.0 -0.4
N 1.8847 -1.3725 1.4150 -0.1 0.0 0.2
C 2.2494 -0.3053 0.5012 0.1 -0.3 -0.4
C 2.7185 -0.8607 -0.8505 -0.1 0.5 0.0
C 2.7949 0.2372 -1.9112 0.3 -0.1 0.1
N 1.4769 0.7462 -2.2210 0.1 -0.4 -0.1
C 1.0915 1.9952 -1.9105 -0.5 0.0 -0.3
O 1.8384 2.8520 -1.4849 0.2 0.3 0.2
C -0.3914 2.2863 -2.1675 0.1 0.1 0.2
C -1.3474 1.2860 -1.4731 0.5 0.0 -0.1
O -2.4670 1.9507 -0.9143 -0.3 -0.1 0.1
C -3.5141 2.2049 -1.7479 -0.3 0.1 -0.3
C -4.3966 3.2304 -1.4413 0.2 -0.2 0.0
C -5.4897 3.4670 -2.2565 0.0 0.0 0.0
C -5.7091 2.6881 -3.3804 0.0 0.0 0.0
C -4.8401 1.6558 -3.6879 0.1 0.0 0.1
C -3.7479 1.4088 -2.8719 0.0 0.4 0.3
N -2.8653 0.3540 -3.1233 -0.3 -0.2 -0.2
C -1.7017 0.1869 -2.4679 0.0 0.0 0.2
O -0.9456 -0.7374 -2.7077 0.1 -0.2 0.0
C 2.8302 -1.6029 2.4839 0.1 0.3 0.1
C 2.9463 -0.5087 3.5750 0.1 -0.2 0.0
C 4.3851 -0.4317 4.0837 -0.3 0.1 -0.1
C 2.0019 -0.7607 4.7487 0.0 0.2 -0.2
H -2.1142 -2.3677 1.8425 -0.1 -0.1 0.1
H -2.4599 -2.2011 0.1199 -0.1 0.0 -0.1
H -2.1205 -0.7698 1.0946 -0.1 0.1 0.0
H -0.1545 -1.4053 -0.2887 0.0 0.1 0.0
H -0.3329 -4.0470 1.2136 -0.1 -0.1 0.1
H -0.5113 -3.7956 -0.5260 -0.1 -0.1 -0.1
H 1.0559 -3.5318 0.2529 0.1 -0.1 0.0
H 0.0995 -0.4155 2.0568 0.0 0.0 0.1
H 0.3673 -2.0762 2.6292 -0.1 0.0 0.1
H 1.3895 0.3521 0.3350 0.0 0.0 0.1
H 3.0485 0.3167 0.9183 -0.1 0.1 0.0
H 3.6990 -1.3233 -0.7359 0.0 -0.1 0.0
H 2.0217 -1.6313 -1.1825 0.0 -0.1 0.0
H 3.2471 -0.1578 -2.8268 0.1 0.1 0.1
H 3.3894 1.0816 -1.5549 0.0 -0.1 -0.1
H 0.7875 0.0556 -2.4988 -0.1 0.2 0.0
H -0.5957 3.2818 -1.7681 0.0 -0.1 0.0
H -0.5702 2.3065 -3.2459 0.0 0.0 0.0
H -0.8399 0.8331 -0.6138 -0.1 -0.1 -0.2
H -4.2122 3.8240 -0.5608 0.0 0.1 0.1
H -6.1710 4.2670 -2.0128 -0.1 0.1 0.0
H -6.5595 2.8780 -4.0161 -0.1 0.0 -0.1
H -5.0072 1.0323 -4.5538 0.0 -0.1 -0.1
H -3.1028 -0.3156 -3.8447 0.2 0.0 0.1
H 3.8067 -1.7271 2.0068 0.1 -0.1 0.1
H 2.5756 -2.5563 2.9555 0.1 -0.1 0.0
H 2.6870 0.4560 3.1255 0.0 0.0 0.0
H 4.6869 -1.3884 4.5058 0.1 -0.1 0.1
H 5.0698 -0.1803 3.2765 0.1 0.0 -0.1
H 4.4773 0.3279 4.8573 0.1 0.0 0.1
H 2.1331 0.0080 5.5083 0.0 0.0 0.1
H 0.9632 -0.7465 4.4316 -0.1 0.0 0.0
H 2.2128 -1.7271 5.2034 0.0 -0.1 0.1

---

Record 2
38
Properties=species:S:1:pos:R:3:forces:R:3 method="wB97M-V/def2-TZVPD" total_charge=0 de_lowest_kcal_mol=35.9 smiles=CO[Si](CC[C@H]1CC[C@H]2O[C@@H]2C1)(OC)OC e_tot_ha=-1022.7640 orbital_gap_ev=9.31 spin_multiplicity=1
C -0.4021 -2.2070 -4.0256 1.0 0.1 -0.4
O -0.0421 -2.3667 -2.6830 0.9 0.1 1.8
Si 0.1913 -1.1092 -1.6111 0.8 1.2 -0.5
C 1.6559 -1.1661 -0.4159 -0.6 -0.7 -0.9
C 2.0540 0.1013 0.3186 -0.8 0.7 0.6
C 0.8891 0.6869 1.1462 -0.4 -0.7 0.4
C 0.6613 -0.1337 2.5027 0.0 1.5 -0.7
C -0.5405 0.3905 3.3669 0.1 1.2 0.7
C -0.9323 1.7680 2.8181 2.5 -0.2 -0.4
O -0.7597 3.0923 3.2510 -0.3 0.7 0.3
C 0.4535 2.5529 2.7959 -0.3 -1.9 -0.9
C 1.0478 2.1996 1.3905 -1.1 1.8 0.4
O -1.1961 -0.9788 -0.7193 1.7 0.7 0.3
C -2.1515 -1.8999 -1.0341 -2.0 -1.1 0.0
O 0.2965 0.3408 -2.4261 1.2 -1.3 0.0
C -0.8289 1.1434 -2.3476 -1.4 -0.1 -0.1
H 0.3621 -1.5705 -4.4623 -0.2 0.1 -0.6
H -1.3526 -1.7223 -4.0805 -0.8 0.3 -0.4
H -0.4112 -3.1683 -4.5558 -0.1 0.2 0.4
H 1.1792 -1.8592 0.2600 0.4 -0.7 0.7
H 2.5003 -1.6437 -0.9105 0.1 -0.2 0.2
H 2.9023 0.0126 1.0123 0.0 -0.4 -0.4
H 2.3160 0.8571 -0.4053 0.3 0.3 -0.4
H 0.0042 0.5694 0.5133 -0.1 0.0 0.4
H 1.5971 -0.0173 3.0753 -0.3 -0.1 -0.1
H 0.5455 -1.1732 2.2679 -0.1 -0.6 -0.1
H -1.3987 -0.2536 3.4240 -0.3 -0.6 -0.2
H -0.1805 0.5523 4.3809 0.0 -0.2 0.2
H -1.5042 1.7502 1.8859 0.3 -0.1 0.1
H 1.1854 2.4518 3.6261 -0.7 -0.3 -0.4
H 0.4527 2.7949 0.6614 0.5 -0.5 0.1
H 2.0889 2.5128 1.3049 0.1 0.1 0.1
H -2.7133 -1.6109 -1.9374 0.0 -0.2 0.1
H -1.6966 -2.8701 -1.1976 -0.4 -0.4 -0.1
H -2.8551 -1.9726 -0.2018 -0.1 0.0 -0.1
H -1.7116 0.5223 -2.6215 0.1 0.8 0.1
H -0.9557 1.4656 -1.3007 -0.2 0.4 -0.5
H -0.7504 1.9584 -3.0658 0.0 0.2 0.2

---

Record 3
15
Properties=species:S:1:pos:R:3:forces:R:3 method="wB97M-V/def2-TZVPD" total_charge=0 de_lowest_kcal_mol=8.4 smiles=ClCCl.ClCCl.ClCCl e_tot_ha=-2879.0354 orbital_gap_ev=11.52 spin_multiplicity=1
Cl -27.5391 -1.3273 -3.5430 0.3 0.1 0.1
C -25.7648 -1.4176 -3.5263 0.1 -0.2 0.0
Cl -25.2172 -3.0328 -4.0995 0.0 0.7 0.2
H -25.3711 -0.6235 -4.1608 -0.1 -0.4 -0.2
H -25.3851 -1.2614 -2.5166 -0.3 -0.2 -0.1
Cl -28.3430 1.4381 3.0834 -0.4 -0.1 -0.3
C -28.1201 0.0447 2.0080 0.3 -0.2 0.0
Cl -26.4749 -0.5267 2.1907 0.8 -0.5 0.0
H -28.7516 -0.7955 2.2967 -0.2 0.5 -0.1
H -28.1902 0.3034 0.9515 -0.5 0.2 0.4
Cl -23.4618 -9.5970 -1.9935 -0.2 0.7 -0.4
C -23.7407 -8.2413 -3.1316 0.3 0.1 -0.4
Cl -24.2972 -8.8313 -4.7460 0.2 0.3 0.8
H -24.4434 -7.4951 -2.7607 -0.3 -0.7 0.2
H -22.8112 -7.6893 -3.2713 0.1 -0.5 -0.1

---

Record 4
16
Properties=species:S:1:pos:R:3:forces:R:3 method="wB97M-V/def2-TZVPD" total_charge=0 de_lowest_kcal_mol=28.9 smiles=CC.CC e_tot_ha=-159.5390 orbital_gap_ev=12.47 spin_multiplicity=1
C 0.2398 -1.3146 1.9842 -0.9 2.0 -3.6
C 1.5313 -1.4328 1.1438 -0.5 4.9 0.7
H 0.2595 -1.8643 2.8344 0.2 -1.5 2.7
H -0.0738 -0.3023 2.1438 0.5 0.9 0.8
H -0.6524 -1.5882 1.4204 0.1 -0.9 -0.3
H 1.6954 -2.4450 1.2187 1.4 -2.2 -0.8
H 1.4068 -0.9378 0.0989 0.2 -1.4 1.7
H 2.3154 -0.7491 1.7013 -1.1 -1.8 -1.2
C -0.8770 1.4208 -2.3219 -2.0 -3.4 -0.4
C -0.8662 1.3234 -0.7967 1.4 -1.2 0.0
H -1.8967 1.6032 -2.7980 1.3 0.1 0.8
H -0.1375 1.9398 -2.7900 1.8 2.7 -0.7
H -0.5361 0.4426 -2.7858 -0.9 0.3 0.8
H -1.2064 2.1874 -0.3235 -1.0 1.6 0.6
H -1.5071 0.4871 -0.4567 0.5 0.4 -0.1
H 0.1661 1.2452 -0.3191 -1.1 -0.4 -1.0

---

Record 5
49
Properties=species:S:1:pos:R:3:forces:R:3 method="wB97M-V/def2-TZVPD" total_charge=0 de_lowest_kcal_mol=0.0 smiles="Cn1c(Cn2ccc(C(F)(F)F)c(Oc3cc(Cl)cc(C#N)c3)c2=O)nn(COP(=O)(O)O)c1=O" e_tot_ha=-2596.0549 orbital_gap_ev=8.51 spin_multiplicity=1
C -0.1731 -1.6690 1.2079 -0.7 -0.4 1.0
N 0.0354 -2.1068 -0.1387 -0.6 0.1 -1.1
C -0.6739 -1.7373 -1.2774 -0.5 0.7 0.2
C -1.8318 -0.7718 -1.2636 0.1 -1.0 -0.7
N -1.4527 0.6383 -1.3235 0.4 1.2 -0.2
C -1.0823 1.1837 -2.5455 -0.1 1.1 -0.6
C -0.9515 2.5402 -2.7027 -0.1 0.5 1.0
C -1.1270 3.4753 -1.5471 0.0 -2.2 0.0
C -1.0226 4.9879 -1.7447 0.1 -0.8 -0.2
F -2.1838 5.6141 -1.3611 1.9 -0.4 -0.6
F -0.8038 5.2031 -3.0882 -0.3 0.6 1.7
F 0.0549 5.4641 -1.0356 -1.6 0.0 -1.0
C -1.3429 2.9081 -0.2989 0.3 1.4 -1.5
O -1.5268 3.8236 0.7467 0.1 -1.7 0.2
C -1.1676 3.5064 2.0633 1.1 -0.4 1.1
C -1.9407 4.0225 3.1130 -0.1 -1.0 0.1
C -1.6729 3.7154 4.4545 1.3 -0.5 -0.7
Cl -2.7554 4.3007 5.7071 0.6 -0.3 -0.6
C -0.5250 2.9628 4.7626 -0.6 0.9 0.2
C 0.3302 2.5285 3.7308 -1.3 0.5 0.6
C 1.5048 1.7877 4.0688 0.8 -0.3 -0.1
N 2.4781 1.2071 4.2804 -0.5 0.2 0.0
C 0.0186 2.7886 2.4058 -0.8 0.5 -1.2
C -1.5260 1.4376 -0.1921 -1.0 -0.8 3.0
O -1.8138 0.9143 0.9119 0.4 0.9 -1.8
N -0.2837 -2.3441 -2.3513 0.3 -0.3 1.1
N 0.7031 -3.1664 -1.8645 0.8 -0.9 -1.3
C 1.5825 -3.9498 -2.7273 0.0 0.3 0.0
O 1.5733 -5.3028 -2.2691 1.8 -1.1 0.7
P 3.0419 -5.8488 -1.7244 2.6 3.3 -1.2
O 4.1793 -4.9702 -2.1508 -1.5 -0.1 0.1
O 3.3987 -7.2643 -2.3121 -2.0 -0.8 0.4
O 3.0161 -5.8998 -0.1602 -1.0 -1.0 -0.2
C 0.9717 -3.0202 -0.5365 -0.2 0.3 -0.6
O 1.8567 -3.5413 0.1200 0.1 -0.1 0.4
H 0.3280 -0.7223 1.3753 -0.3 0.2 0.2
H 0.2509 -2.4017 1.8972 0.2 0.0 -0.3
H -1.2642 -1.6601 1.4289 0.9 0.5 -0.2
H -2.4658 -1.0920 -0.4451 0.0 1.0 0.5
H -2.4568 -0.9658 -2.1425 0.4 0.0 0.0
H -0.9223 0.5233 -3.4234 -0.3 0.3 1.0
H -0.7038 2.9724 -3.6835 -0.1 -0.4 0.7
H -2.8755 4.5016 2.9589 -0.5 0.6 -0.6
H -0.2871 2.8222 5.8093 0.1 -0.3 -0.1
H 0.6954 2.4206 1.6319 -0.3 0.1 0.1
H 2.5700 -3.4621 -2.6910 -0.1 -0.8 0.0
H 1.2317 -4.0070 -3.7535 -0.4 0.6 0.1
H 4.2980 -7.3528 -1.9944 0.7 -0.4 -0.2
H 2.7137 -4.9935 0.0746 -0.2 0.2 0.6

---

Record 6
17
Properties=species:S:1:pos:R:3:forces:R:3 method="wB97M-V/def2-TZVPD" total_charge=+1 de_lowest_kcal_mol=50.0 e_tot_ha=-251.1906 orbital_gap_ev=11.91 spin_multiplicity=1
C -1.4684 1.4219 1.5170 0.6 -1.0 -0.9
N -1.7325 0.2235 0.5186 -1.7 0.0 -0.2
H -0.9591 0.9497 2.3725 0.1 0.2 -0.6
H -0.8646 2.2434 1.0752 -0.5 -0.8 0.2
H -2.4091 1.7510 1.8995 -0.7 0.5 -0.2
H -2.1256 0.3765 -0.5062 0.8 0.2 2.9
H -2.4527 -0.3583 1.0662 1.4 0.8 -1.5
H -0.7819 -0.3175 0.4134 -0.6 0.5 0.4
C 1.3398 0.0118 -0.6638 0.6 -1.3 -0.6
O 0.6677 -0.5604 0.4851 1.1 -0.1 1.3
C 1.7181 -1.1538 -1.5216 -0.3 -1.5 1.3
H 0.5600 0.4759 -1.1497 -1.8 1.5 -1.2
H 2.1719 0.7995 -0.6682 -0.9 -1.4 1.4
H 0.9190 -1.5038 0.5910 0.1 0.9 -0.1
H 2.7225 -1.4291 -1.3380 1.0 -0.8 0.2
H 1.0411 -2.0546 -1.6061 0.5 0.9 1.1
H 1.6535 -0.8759 -2.4847 0.3 1.4 -3.7

---

Record 7
98
Properties=species:S:1:pos:R:3:forces:R:3 method="wB97M-V/def2-TZVPD" total_charge=-1 de_lowest_kcal_mol=6.3 e_tot_ha=-5674.9181 orbital_gap_ev="5.85 / 6.87" spin_multiplicity=6
Ru 0.4404 -0.7857 -0.7978 0.0 -1.0 0.9
C 4.4622 0.5969 -0.0534 -0.1 0.0 0.0
C 3.9556 1.3370 1.1585 -0.2 0.0 -0.1
C 4.8174 1.3776 2.2460 0.0 0.1 0.0
C 4.4346 1.9166 3.4580 0.1 0.0 0.0
C 3.1235 2.3225 3.6060 0.0 0.0 0.0
C 2.2124 2.3006 2.5559 -0.1 0.1 -0.2
C 0.7897 2.6640 2.9064 0.0 0.0 -0.1
C 2.6656 1.9132 1.2704 0.1 -0.1 0.2
N 1.8239 1.9480 0.1119 0.3 0.1 -0.3
C 0.5494 2.7298 0.0879 0.1 -0.1 0.0
O 0.6768 3.9480 0.2573 0.1 0.0 -0.1
C -0.6969 2.0900 -0.1491 0.0 -0.2 0.2
C -1.8276 2.9616 -0.1506 -0.1 0.0 -0.1
C -3.0950 2.4697 -0.1444 0.1 0.1 0.0
C -3.2792 1.0729 -0.1050 0.0 -0.1 0.0
C -2.1787 0.2639 -0.1580 -0.1 0.0 0.2
N -0.9016 0.7166 -0.2314 -0.1 0.7 -0.1
C -2.3767 -1.2271 -0.0161 -0.2 -0.2 0.1
O -3.5023 -1.7012 0.1103 0.1 0.1 0.0
N -1.2189 -1.9084 0.0365 0.7 0.5 -0.4
C -1.2310 -3.2916 0.3253 -0.2 -0.3 0.0
C -1.3462 -4.2237 -0.7202 0.1 0.1 0.0
C -1.5892 -3.7440 -2.1216 -0.1 0.0 0.1
C -1.2594 -5.5766 -0.4272 0.0 0.0 0.0
C -1.0760 -6.0144 0.8765 0.0 0.0 0.0
C -1.0174 -5.0919 1.9052 0.0 -0.1 0.0
C -1.1115 -3.7272 1.6511 0.0 0.1 -0.1
C -1.1599 -2.7542 2.7988 0.0 0.0 -0.1
H 5.0802 1.2373 -0.6841 0.1 0.0 0.0
H 3.6594 0.2183 -0.6816 -0.1 -0.1 0.0
H 5.0659 -0.2501 0.2748 0.0 0.0 0.0
H 5.8088 0.9546 2.1292 0.0 0.0 0.0
H 5.1293 1.9762 4.2864 0.0 0.0 0.0
H 2.7789 2.6652 4.5754 0.0 0.0 0.0
H 0.6725 2.6307 3.9899 0.0 0.0 0.0
H 0.0756 1.9667 2.4651 0.0 0.0 0.0
H 0.5256 3.6612 2.5622 0.0 0.0 -0.1
H -1.6179 4.0209 -0.1337 0.0 0.0 0.0
H -3.9512 3.1328 -0.1588 0.0 0.0 0.0
H -4.2521 0.6096 -0.0396 0.0 -0.1 0.0
H -0.8536 -2.9939 -2.4077 0.0 0.0 -0.1
H -2.5742 -3.2748 -2.1884 0.0 0.0 0.0
H -1.5376 -4.5691 -2.8327 0.0 0.0 0.0
H -1.3412 -6.2981 -1.2326 0.0 0.0 0.0
H -0.9928 -7.0743 1.0858 0.0 0.0 0.0
H -0.9086 -5.4342 2.9294 0.0 0.0 0.0
H -0.4415 -3.0273 3.5741 0.0 0.0 0.0
H -2.1593 -2.7555 3.2410 0.0 0.0 0.0
H -0.9576 -1.7404 2.4648 0.0 0.0 0.0
Cl 1.5949 -1.1067 1.4862 0.2 0.3 0.2
C 2.0801 -2.7680 1.4082 0.1 -0.5 -0.2
C 2.4150 -3.3882 2.5982 -0.1 0.1 0.1
C 2.8002 -4.7155 2.5878 0.0 0.0 0.0
C 2.8608 -5.4019 1.3862 0.0 0.0 0.0
C 2.5408 -4.7586 0.2046 -0.1 0.2 0.1
Cl 2.6497 -5.6545 -1.2707 0.0 -0.1 -0.1
C 2.1260 -3.4164 0.1694 0.0 0.0 0.1
S 1.7106 -2.6614 -1.3568 -0.1 0.6 -0.2
H 2.3589 -2.8272 3.5218 0.0 0.0 0.0
H 3.0545 -5.2132 3.5141 0.0 0.0 0.0
H 3.1555 -6.4419 1.3545 0.0 0.0 0.0
Ge 0.3852 -0.2190 -3.1583 -0.4 -0.2 -1.4
C 1.1579 1.1677 -4.3409 0.3 0.1 0.5
C 0.9100 2.5284 -4.1638 0.0 0.0 0.0
C 1.5148 3.4773 -4.9751 0.0 0.0 0.0
C 2.3946 3.0835 -5.9746 0.0 -0.1 0.0
C 2.6367 1.7321 -6.1783 0.0 0.1 0.0
C 2.0166 0.7873 -5.3699 0.0 -0.1 0.1
C -1.5504 -0.0830 -3.6221 0.1 0.0 0.3
C -2.3204 1.0139 -3.2400 0.0 0.0 -0.1
C -3.6707 1.0865 -3.5528 0.0 0.0 0.0
C -4.2807 0.0512 -4.2459 0.0 0.0 0.0
C -3.5279 -1.0450 -4.6429 0.0 0.0 0.0
C -2.1753 -1.1050 -4.3365 0.1 0.0 0.0
H 0.7472 -1.4670 -4.0337 0.1 -0.1 0.2
H 0.2488 2.8603 -3.3703 0.1 0.0 0.0
H 1.3124 4.5301 -4.8176 0.0 0.0 0.0
H 2.8976 3.8273 -6.5810 0.0 0.0 0.0
H 3.3205 1.4112 -6.9557 0.0 0.0 0.0
H 2.2161 -0.2673 -5.5297 0.0 0.0 0.0
H -1.8654 1.8321 -2.6914 0.0 0.0 0.0
H -4.2517 1.9482 -3.2445 0.0 0.0 0.0
H -5.3396 0.0963 -4.4709 0.0 0.0 0.0
H -3.9949 -1.8581 -5.1866 0.0 0.0 0.0
H -1.5887 -1.9572 -4.6630 0.0 0.0 0.0
N 2.3710 2.1315 -1.1469 -0.3 -0.1 0.1
C 3.4294 3.0019 -1.3118 0.3 0.2 0.3
C 3.7426 4.0652 -0.4371 -0.2 -0.1 -0.2
C 4.7303 4.9729 -0.7695 0.1 -0.1 0.0
C 5.4471 4.8511 -1.9549 0.0 0.0 0.0
C 5.1639 3.7946 -2.8124 0.1 0.0 0.0
C 4.1918 2.8714 -2.4867 -0.3 -0.1 -0.1
H 3.1528 4.2195 0.4512 -0.1 0.0 0.1
H 4.9546 5.7828 -0.0858 -0.1 0.0 0.0
H 6.2100 5.5769 -2.2078 0.0 0.0 0.0
H 5.7114 3.6865 -3.7408 0.0 0.0 0.0
H 3.9899 2.0271 -3.1323 -0.1 0.0 -0.1